C28H32ClF6N14O3PS2Ti | ωB97M-V/def2-TZVPD

Values from the calculation:
**Energy**: -5125.3772 Eh
**Spin multiplicity**: 4
**HOMO (alpha / beta)**: -3.2 / -5.8 eV
**Total charge**: -1
**Energy relative to the best compared isomer or geometry (same formula, charge and spin)**: 225.7 kJ/mol
**Gap between HOMO and LUMO (alpha / beta)**: 4.769 / 6.597 eV

Atoms and positions in Å:
Ti: -1.02135 0.58685 0.72524
N: -0.26826 -0.42926 3.74751
C: -0.68008 0.86714 3.64137
N: -0.64838 1.76844 4.62562
N: -1.14344 2.86886 4.10526
N: -1.47661 2.65031 2.88822
N: -1.20425 1.39842 2.52532
C: -0.62766 -1.38944 2.83953
N: -0.42017 -2.69128 2.99337
N: -0.91280 -3.24354 1.89374
N: -1.40610 -2.35214 1.11288
N: -1.25250 -1.13886 1.66515
H: 0.13211 -0.73643 4.61845
O: -7.01893 4.23712 0.91562
S: -6.09043 3.63642 1.84174
O: -6.57959 2.44568 2.50510
N: -4.65201 3.30239 1.10303
C: -3.70131 4.01672 1.64558
S: -2.08623 3.91255 1.06827
C: -4.07475 4.92953 2.70139
C: -3.28872 5.86593 3.37219
C: -3.89109 6.68649 4.30370
C: -5.25350 6.58553 4.58749
C: -6.04452 5.65478 3.91743
C: -5.44244 4.84823 2.98821
H: -2.23925 5.93968 3.14288
H: -3.29411 7.42875 4.81409
H: -5.69563 7.24215 5.32295
H: -7.10412 5.57002 4.10996
F: 1.00215 0.32593 1.11282
P: 1.59599 1.79277 0.49090
F: 0.07578 2.09234 -0.16744
F: 1.93556 0.94143 -0.84856
F: 2.13284 3.13015 -0.16394
F: 1.09447 2.51350 1.82216
F: 3.00559 1.44120 1.14236
C: -5.42870 -1.13942 1.05119
C: -5.37865 0.29894 0.51328
C: -4.00533 0.69381 0.39746
N: -2.84978 0.79127 0.30149
H: -6.44259 -1.52543 0.97526
H: -5.12007 -1.15914 2.09337
H: -4.75232 -1.78057 0.48684
H: -5.89655 0.98734 1.18876
H: -5.85837 0.36508 -0.46920
C: 4.25771 -2.32733 -4.91107
C: 2.94517 -1.81139 -4.29500
C: 3.29712 -0.62787 -3.39382
C: 2.07238 -1.32519 -5.45758
C: 2.21038 -2.96984 -3.53477
O: 2.17917 -4.12096 -4.38740
C: 2.90554 -3.40874 -2.22477
C: 2.62673 -2.61928 -0.93183
C: 3.83952 -2.60901 -0.04517
C: 4.40188 -3.79707 0.40852
C: 5.53647 -3.78982 1.19887
C: 6.11104 -2.57725 1.54518
Cl: 7.53379 -2.56176 2.53732
C: 5.56411 -1.38145 1.11404
C: 4.43268 -1.40752 0.31800
C: 0.68288 -2.75266 -3.33609
N: 0.20411 -1.59827 -2.63986
C: -0.24386 -1.53544 -1.37163
N: -0.66440 -0.30168 -1.10697
C: -0.47685 0.35292 -2.28225
N: 0.04316 -0.40019 -3.21472
H: 4.79040 -1.48389 -5.34383
H: 4.06635 -3.04080 -5.70952
H: 4.91333 -2.78568 -4.17432
H: 3.78694 0.13959 -3.99022
H: 3.97968 -0.92073 -2.60147
H: 2.41421 -0.17936 -2.95665
H: 2.66201 -0.68532 -6.10748
H: 1.23007 -0.74756 -5.09440
H: 1.71774 -2.17202 -6.04094
H: 3.06606 -4.49491 -4.41860
H: 3.98413 -3.42005 -2.40144
H: 2.60339 -4.44651 -2.05847
H: 1.80684 -3.09225 -0.38900
H: 2.35052 -1.58944 -1.13736
H: 3.94915 -4.74075 0.14359
H: 5.97388 -4.71279 1.54771
H: 6.00813 -0.43792 1.39336
H: 4.00562 -0.47440 -0.01379
H: 0.31497 -3.63133 -2.80240
H: 0.24887 -2.75649 -4.33750
H: -0.32061 -2.37332 -0.70255
H: -0.73425 1.38553 -2.44175